# 1
DFT (ωB97M-V/def2-TZVPD) results for a molecular structure, C30H34Cl2CoN4O11P2S2Si.

Values from the calculation:
LUMO energy (alpha / beta) = 1.97 / 1.97 eV
Largest force on an atom = 0.6 eV Å⁻¹
Relative energy (zero: lowest compared OMol25 entry of this formula, charge and spin) = 17.97 kcal per mole
Total charge = -1
Gap between HOMO and LUMO (alpha / beta) = 7.4 / 7.4 eV
Electronic energy = -170952.1255 eV
HOMO (alpha / beta) = -5.38 / -5.38 eV

Last column: Mulliken charge in e.
Cartesian coordinates (Å):
1 Co -0.0939 -0.4964 -0.7369  -0.2205
2 C 3.1153 3.0479 -1.1838  -1.7987
3 C 2.3722 2.0439 -2.0504  1.0772
4 O 2.8532 2.0651 -3.4059  -0.6664
5 P 2.6153 0.3220 -1.5453  0.4445
6 O 4.0064 -0.1610 -2.1507  -0.4553
7 O 2.8180 0.3827 -0.0059  -0.3553
8 O 1.4753 -0.5096 -2.0731  -0.8241
9 P 0.5293 2.3277 -1.9408  0.4558
10 O -0.0003 1.7200 -3.3359  -0.6332
11 O 0.2760 3.7765 -1.9200  -0.7529
12 O 0.0726 1.4359 -0.7852  0.6774
13 H 4.1899 2.8584 -1.2180  0.3637
14 H 2.7787 2.9855 -0.1489  0.3110
15 H 2.9029 4.0510 -1.5526  0.4003
16 H 2.2520 2.6074 -3.9297  0.4407
17 H 4.0566 0.0807 -3.0876  0.3491
18 H 3.1971 -0.3942 0.4818  0.3440
19 H -0.0776 0.7570 -3.2992  0.4343
20 Cl -2.7287 3.1574 0.3343  0.1067
21 C -1.4079 4.0605 0.9817  0.7252
22 C -1.2028 5.3501 0.5238  -0.7345
23 C -0.1059 6.0676 0.9689  -0.4845
24 C 0.7910 5.4928 1.8518  -0.5521
25 C 0.5575 4.2075 2.3127  0.8732
26 Cl 1.6919 3.5099 3.4274  -0.2285
27 C -0.5537 3.4637 1.9138  -1.3662
28 N -0.7667 2.1761 2.4455  0.7328
29 C -1.9054 1.8725 3.1843  1.0647
30 C -2.7658 2.8745 3.6436  -0.6696
31 C -3.9011 2.5616 4.3705  -0.7393
32 C -4.2001 1.2416 4.6732  -0.8486
33 C -3.3157 0.2522 4.2693  -0.4624
34 C -2.1613 0.5397 3.5525  0.3473
35 C -1.1935 -0.5761 3.2471  -1.8369
36 C -1.2441 -1.0419 1.7962  1.1161
37 O -1.9533 -1.9569 1.4435  -0.5747
38 O -0.4157 -0.3506 1.0442  -0.3215
39 H -1.8817 5.7635 -0.2076  0.4330
40 H 0.0676 7.0686 0.5971  0.3486
41 H 1.6676 6.0271 2.1904  0.4305
42 H -0.3816 1.4174 1.8877  -0.1760
43 H -2.5498 3.9081 3.4076  0.4241
44 H -4.5569 3.3601 4.6962  0.3979
45 H -5.0924 0.9863 5.2297  0.3657
46 H -3.5109 -0.7826 4.5271  0.3520
47 H -1.4587 -1.4382 3.8557  0.5660
48 H -0.1711 -0.2738 3.4876  0.2916
49 C -5.2790 -0.5252 0.6701  -0.7285
50 Si -4.8683 -0.1692 -1.1172  -0.1425
51 C -5.6789 -1.4408 -2.2356  -1.0715
52 C -5.4820 1.5339 -1.5952  -0.8389
53 C -3.0565 -0.2800 -1.2975  0.0420
54 C -1.8452 -0.3494 -1.2610  0.1036
55 H -6.3583 -0.6128 0.8214  0.4111
56 H -4.9038 0.2741 1.3143  0.1161
57 H -4.7974 -1.4493 0.9959  0.2563
58 H -6.7684 -1.3793 -2.1748  0.3022
59 H -5.3803 -2.4522 -1.9518  0.2883
60 H -5.3861 -1.2855 -3.2760  0.3107
61 H -6.5699 1.5928 -1.5072  0.3410
62 H -5.2063 1.7770 -2.6232  0.2687
63 H -5.0505 2.2972 -0.9464  0.2158
64 N 6.9941 -5.3270 -3.2159  -0.5864
65 C 6.1178 -4.7489 -2.2996  1.1325
66 C 5.0704 -5.4944 -1.7557  -0.7784
67 C 4.2299 -4.9361 -0.8113  -0.5413
68 C 4.4175 -3.6223 -0.3993  -0.1882
69 C 5.4642 -2.8792 -0.9236  -0.0995
70 C 6.3079 -3.4371 -1.8678  -0.8850
71 S 3.3182 -2.9062 0.7908  1.0127
72 O 3.9829 -1.6855 1.2322  -0.8614
73 O 3.0352 -3.9280 1.7669  -0.6945
74 N 2.0624 -2.4016 -0.0137  0.0076
75 C 0.9426 -3.0699 -0.2586  0.3634
76 S 0.6644 -4.7850 -0.1271  -0.1877
77 C -0.9218 -4.5830 -0.7913  -0.3878
78 C -1.1654 -3.2860 -1.0320  -0.7825
79 N -0.1219 -2.4336 -0.7391  0.7353
80 H 6.6367 -6.1239 -3.7151  0.2193
81 H 7.4929 -4.6829 -3.8060  0.2198
82 H 4.9246 -6.5212 -2.0711  0.2775
83 H 3.4314 -5.5250 -0.3818  0.4512
84 H 5.6117 -1.8634 -0.5843  0.4936
85 H 7.1240 -2.8524 -2.2768  0.2844
86 H -1.5905 -5.4167 -0.9141  0.4401
87 H -2.0880 -2.8613 -1.3889  0.3086



# 2
DFT (ωB97M-V/def2-TZVPD) results for a molecular structure, C52H44ClCsN3O5P in a non-equilibrium geometry.

Values from the calculation:
LUMO energy = 3.50 eV
Largest force on an atom = 2.7 eV Å⁻¹
Relative energy (zero: lowest compared OMol25 entry of this formula, charge and spin) = 44.39 kcal per mole
Total charge = -2
Gap between HOMO and LUMO = 3.6 eV
Electronic energy = -91707.2523 eV
HOMO = -0.09 eV

Last column: Mulliken charge in e.
Cartesian coordinates (Å):
1 Cs 1.7527 1.2724 -0.3913  0.9450
2 C 2.1150 -2.3760 0.8128  -0.1443
3 C 1.9360 -2.4888 2.2964  0.9444
4 C 1.6104 -3.7141 2.8902  -0.7229
5 C 1.3726 -3.7563 4.2476  -0.8054
6 C 1.5110 -2.5949 4.9936  -0.7280
7 C 1.9071 -1.4329 4.3409  0.3436
8 N 2.0903 -1.3825 3.0230  -0.2559
9 C 2.2029 -0.1884 5.1143  0.5869
10 C 2.6666 -0.2809 6.4272  -0.8746
11 C 2.9182 0.8872 7.1199  -0.5780
12 C 2.7235 2.1029 6.4914  -0.8023
13 C 2.2951 2.1070 5.1658  0.6145
14 N 2.0420 0.9822 4.5051  -0.0652
15 C 2.1259 3.3978 4.4301  0.5610
16 C 1.8618 4.5802 5.1166  -0.8066
17 C 1.7867 5.7618 4.3997  -0.4468
18 C 1.9623 5.7302 3.0300  -0.7100
19 C 2.1801 4.4989 2.4097  0.9497
20 C 2.3249 4.3945 0.9204  -1.1524
21 N 2.2686 3.3674 3.1084  -0.1128
22 H 2.5577 -3.2810 0.3968  0.4041
23 H 2.7406 -1.5173 0.5740  -0.0023
24 H 1.1318 -2.2310 0.3470  -0.3279
25 H 1.5221 -4.5988 2.2727  0.4497
26 H 1.0764 -4.6810 4.7298  0.3817
27 H 1.2895 -2.5911 6.0532  0.4451
28 H 2.8608 -1.2457 6.8739  0.4383
29 H 3.2779 0.8498 8.1411  0.4116
30 H 2.9391 3.0265 7.0104  0.3246
31 H 1.6898 4.5743 6.1851  0.3401
32 H 1.5940 6.6984 4.9091  0.4044
33 H 1.9130 6.6369 2.4416  0.3548
34 H 2.5039 5.3668 0.4652  0.3053
35 H 1.4088 3.9755 0.4955  0.0623
36 H 3.1391 3.7108 0.6758  0.3044
37 O -0.5981 1.5459 0.1470  -0.6180
38 C -0.9178 2.1822 -0.9011  0.7293
39 O -0.2283 3.0643 -1.4428  -0.6931
40 C -2.2411 1.7476 -1.5029  -0.1415
41 C -2.4646 1.9806 -2.8552  -0.7177
42 C -3.5612 1.4286 -3.4940  -0.4139
43 C -4.4368 0.6256 -2.7776  -0.8552
44 C -4.2496 0.4322 -1.4171  0.1807
45 C -3.1646 1.0040 -0.7481  0.1343
46 P -2.8989 0.8006 1.0775  -0.6184
47 C -2.2255 -0.9077 1.1444  0.5020
48 C -2.0694 -1.4816 2.4097  -0.7958
49 C -1.6148 -2.7845 2.5484  -0.4383
50 C -1.2870 -3.5292 1.4181  -0.5611
51 C -1.4057 -2.9590 0.1583  -0.0381
52 C -1.8728 -1.6547 0.0218  0.6669
53 C -4.6924 0.3895 1.5068  -0.1235
54 C -5.5229 1.5136 1.6013  -0.2418
55 C -6.8733 1.3999 1.8977  -0.6621
56 C -7.4274 0.1432 2.1235  -0.3739
57 C -6.6157 -0.9794 2.0572  -0.6352
58 C -5.2619 -0.8571 1.7554  0.2153
59 H -1.7374 2.5713 -3.4005  0.5485
60 H -3.7194 1.5946 -4.5539  0.3597
61 H -5.2655 0.1413 -3.2822  0.3676
62 H -4.9532 -0.1845 -0.8738  0.4147
63 H -2.3232 -0.8997 3.2920  0.3953
64 H -1.5001 -3.2141 3.5380  0.4600
65 H -0.9288 -4.5474 1.5229  0.3996
66 H -1.1399 -3.5199 -0.7326  0.0686
67 H -1.9606 -1.2374 -0.9730  -0.3945
68 H -5.0847 2.4918 1.4221  0.3360
69 H -7.4962 2.2861 1.9511  0.3644
70 H -8.4846 0.0428 2.3420  0.3445
71 H -7.0445 -1.9618 2.2236  0.3724
72 H -4.6462 -1.7481 1.6924  0.2820
73 C -0.0484 -1.3156 -2.6405  -1.1100
74 C -0.7306 -2.4734 -2.9756  1.6500
75 C -0.1870 -3.7931 -2.7528  -0.7724
76 C -0.8707 -4.9392 -3.1020  -0.0978
77 C -2.1419 -4.8912 -3.6904  -0.7208
78 C -2.7037 -3.6247 -3.9147  -0.4230
79 C -2.0406 -2.4630 -3.5820  -0.6497
80 H -0.5066 -0.3380 -2.7672  0.0482
81 H 0.8760 -1.3706 -2.0755  -0.3193
82 H 0.7960 -3.8654 -2.2934  0.2173
83 H -0.4158 -5.9088 -2.9118  0.3220
84 H -2.6746 -5.7979 -3.9552  0.3116
85 H -3.6945 -3.5627 -4.3590  0.3509
86 H -2.5067 -1.4979 -3.7631  0.3274
87 C 2.4471 -1.1149 -5.4011  -1.4878
88 C 2.7680 0.3525 -5.4373  1.1676
89 C 1.9400 1.2329 -6.1372  -0.7853
90 C 2.2722 2.5665 -6.2568  0.2996
91 Cl 1.2206 3.6396 -7.1602  -0.2974
92 C 3.4355 3.0710 -5.6953  -0.6653
93 C 4.2483 2.2073 -4.9851  -0.1480
94 C 3.9116 0.8678 -4.8363  0.2074
95 O 4.7984 0.0364 -4.1990  -0.6434
96 C 4.4673 -0.4893 -2.9059  -0.4245
97 C 4.0823 0.4993 -1.7833  0.7107
98 O 4.0159 1.7174 -2.0270  -0.6159
99 O 3.8582 -0.0568 -0.6821  -0.9133
100 H 2.0014 -1.4231 -6.3493  0.4987
101 H 1.7228 -1.3563 -4.6142  0.1067
102 H 3.3502 -1.7021 -5.2297  0.3571
103 H 1.0377 0.8571 -6.6045  0.4100
104 H 3.6818 4.1197 -5.7924  0.3990
105 H 5.1467 2.5618 -4.4986  0.4002
106 H 5.3789 -0.9779 -2.5648  0.3245
107 H 3.6803 -1.2474 -2.9761  0.1090



# 3
DFT (ωB97M-V/def2-TZVPD) results for a molecular structure, C10H22AlBNO4P in a non-equilibrium geometry.

Values from the calculation:
LUMO energy = -12.35 eV
Largest force on an atom = 5.9 eV Å⁻¹
Total charge = +2
Gap between HOMO and LUMO = 3.4 eV
Electronic energy = -36945.0424 eV
HOMO = -15.72 eV

Last column: Mulliken charge in e.
Cartesian coordinates (Å):
1 C 3.2045 2.5570 0.9122  -1.3811
2 C 2.9392 1.3322 0.0160  -0.2685
3 C 3.0770 0.0737 0.8366  -0.3236
4 C 3.1505 -1.1881 -0.0572  -1.2207
5 C 1.7918 -1.9167 -0.1461  -0.3709
6 C 1.0093 -1.3533 -1.3094  -0.7276
7 C -0.4380 -1.8822 -1.4445  -0.9731
8 C -1.3671 -1.6194 -0.2627  -0.7258
9 B -2.1107 -0.2317 -0.1421  0.1043
10 C -3.0980 -0.1838 1.2362  -0.5904
11 O -4.4345 -0.1706 0.7965  -0.1099
12 O -5.2709 0.3516 1.8163  -0.3405
13 N -3.0389 -0.0347 -1.3914  -0.3615
14 C -3.2400 1.0855 -1.8090  0.7424
15 O -3.5671 2.1856 -2.1546  -0.5611
16 P -0.8355 1.3126 0.2293  0.3056
17 O 0.0335 0.9518 1.3605  -0.4185
18 H 3.2936 3.4441 0.3005  0.3952
19 H 4.1367 2.4170 1.4327  0.3753
20 H 2.4089 2.7106 1.6294  0.3051
21 H 1.9613 1.4429 -0.4570  -0.1298
22 H 3.6949 1.3135 -0.7590  0.4583
23 H 2.3145 -0.0038 1.5990  0.3224
24 H 4.0393 0.1421 1.3400  0.4272
25 H 3.9444 -1.8448 0.2624  0.4559
26 H 3.4270 -0.8581 -1.0496  0.5402
27 H 2.0383 -2.9398 -0.4089  0.3506
28 H 1.2352 -1.8732 0.7768  0.3227
29 H 1.0822 -0.2675 -1.3255  0.3485
30 H 1.5231 -1.6956 -2.1977  0.4740
31 H -0.8494 -1.5216 -2.3798  0.3186
32 H -0.3573 -2.9566 -1.5514  0.4509
33 H -0.8973 -1.8665 0.6794  0.6548
34 H -2.1998 -2.3292 -0.3904  0.3896
35 H -2.9664 0.6993 1.8518  0.5655
36 H -2.8827 -1.0889 1.8021  0.4105
37 H -5.0420 -0.1179 2.6343  0.3709
38 H -1.6517 2.4170 0.5568  0.2639
39 H -0.1287 1.6335 -0.9551  0.2961
40 Al -5.9291 1.8739 -1.8776  0.8545



Q: Number 2 is which compound?
A: C52H44ClCsN3O5P



Q: electronic energy of number 1 (C30H34Cl2CoN4O11P2S2Si)?
A: -170952.1255 eV



Q: Which of these has the highest electronic energy?
A: C10H22AlBNO4P